{"formula": "C17H17BrN2O4", "method": "the ωB97M-V functional and the def2-TZVPD basis", "symbols": ["C", "H", "O", "C", "C", "C", "C", "C", "C", "H", "H", "O", "C", "C", "O", "N", "N", "C", "C", "C", "C", "C", "C", "C", "O", "H", "H", "H", "H", "C", "H", "H", "H", "H", "H", "H", "H", "Br", "H", "H", "H"], "positions_angstrom": [[7.952, 1.439, 0.013], [9.038, 1.365, 0.017], [7.482, 0.111, 0.011], [6.142, -0.104, 0.006], [5.178, 0.900, 0.004], [3.844, 0.545, -0.001], [3.419, -0.781, -0.004], [4.391, -1.775, -0.001], [5.730, -1.437, 0.003], [6.485, -2.205, 0.005], [4.106, -2.815, -0.003], [2.070, -0.965, -0.008], [1.540, -2.268, -0.007], [0.003, -2.222, -0.006], [-0.650, -3.236, -0.003], [-0.490, -0.960, -0.009], [-1.808, -0.701, -0.008], [-2.183, 0.519, -0.011], [-3.573, 0.894, -0.008], [-4.524, -0.072, 0.000], [-5.938, 0.106, 0.004], [-6.923, -0.862, 0.011], [-8.155, -0.182, 0.014], [-7.847, 1.147, 0.009], [-6.520, 1.332, 0.003], [-8.464, 2.024, 0.009], [-9.135, -0.613, 0.019], [-6.767, -1.921, 0.013], [-4.193, -1.100, 0.003], [-3.893, 2.358, -0.014], [-4.492, 2.611, -0.887], [-4.477, 2.622, 0.867], [-2.986, 2.957, -0.025], [-1.444, 1.332, -0.015], [0.169, -0.176, -0.012], [1.857, -2.828, -0.897], [1.858, -2.827, 0.883], [2.501, 1.885, -0.005], [5.442, 1.945, 0.005], [7.624, 1.979, 0.907], [7.630, 1.980, -0.881]], "mulliken_charge": [-0.829, 0.232, -0.440, 0.619, -0.107, -0.458, 0.656, -0.478, -0.809, 0.403, 0.412, -0.256, -0.201, 0.082, -0.623, 0.574, -0.991, -0.742, 0.916, 0.018, 0.244, -0.707, -0.421, -0.520, -0.307, 0.456, 0.442, 0.495, 0.475, -1.382, 0.293, 0.293, 0.398, 0.291, 0.347, 0.360, 0.362, -0.217, 0.451, 0.334, 0.334], "smiles": "COc1ccc(OCC(=O)N/N=C/C(C)=C/c2ccco2)c(Br)c1", "orbital_gap_ev": 7.5138, "charge": 0}

{"formula": "C6H9NO", "method": "the ωB97M-V functional and the def2-TZVPD basis", "symbols": ["C", "C", "C", "C", "C", "C", "H", "H", "H", "H", "H", "H", "H", "H", "H", "N", "O"], "positions_angstrom": [[-1.207, 0.800, -0.114], [-0.680, -0.385, -0.909], [-0.652, -0.052, 1.019], [0.976, -0.116, 0.973], [1.466, 0.708, -0.152], [0.874, -0.503, -0.911], [-2.304, 0.828, -0.053], [-0.875, 1.886, -0.189], [-0.988, -0.751, -1.923], [-2.016, -1.420, 0.226], [-1.018, 0.089, 2.003], [1.554, -0.070, 1.992], [2.557, 0.857, -0.336], [0.913, 1.661, -0.295], [1.251, -0.901, -1.833], [-1.050, -1.325, 0.239], [1.199, -1.307, 0.265]], "mulliken_charge": [-0.748, -0.029, -0.173, -0.101, -0.620, -0.297, 0.278, 0.215, 0.429, 0.242, 0.534, 0.393, 0.278, 0.137, 0.550, -0.617, -0.473], "orbital_gap_ev": 9.7479, "charge": 0}

{"formula": "CH3NO4S2", "method": "the ωB97M-V functional and the def2-TZVPD basis", "symbols": ["C", "N", "O", "O", "O", "O", "S", "S", "H", "H", "H"], "positions_angstrom": [[0.805, 0.648, -0.855], [2.155, 0.088, 1.505], [-2.232, 0.333, -0.758], [1.408, -1.720, -0.200], [-2.970, -0.935, 1.052], [-0.464, -0.478, 1.097], [-2.065, 0.119, 0.679], [1.155, -0.475, 0.549], [0.601, 1.652, -0.367], [1.690, 0.596, -1.520], [-0.083, 0.173, -1.183]], "mulliken_charge": [-0.824, -0.765, -0.602, -0.670, -0.547, -0.368, 0.409, 0.608, 0.188, 0.318, 0.253], "orbital_gap_ev": 6.1389, "charge": -2}

{"formula": "C5H8N3O", "method": "the ωB97M-V functional and the def2-TZVPD basis", "symbols": ["C", "C", "C", "C", "C", "N", "N", "N", "O", "H", "H", "H", "H", "H", "H", "H", "H"], "positions_angstrom": [[-0.587, -0.858, 0.042], [0.748, -0.697, 0.229], [2.157, 1.252, 0.219], [-2.835, 0.210, -0.061], [1.682, -1.786, -0.111], [-1.520, 0.224, 0.156], [1.204, 0.551, 0.484], [2.951, 2.121, 0.105], [-3.579, 1.259, 0.029], [-1.151, -1.812, -0.059], [-3.315, -0.760, -0.268], [1.109, -2.767, 0.103], [1.814, -1.794, -1.299], [2.668, -1.606, 0.401], [-1.124, 1.276, 0.178], [-3.179, 2.066, 0.186], [2.956, 3.121, -0.333]], "mulliken_charge": [-0.603, 0.870, 0.407, 0.314, -1.125, -0.095, -0.494, -0.434, -0.363, 0.235, 0.333, 0.341, 0.270, 0.377, 0.319, 0.315, 0.333], "orbital_gap_ev": 8.2484, "charge": 1}

{"formula": "C5H14Br2NO2V", "method": "the ωB97M-V functional and the def2-TZVPD basis", "symbols": ["O", "V", "C", "N", "C", "C", "C", "C", "O", "H", "H", "H", "H", "H", "H", "H", "H", "H", "H", "H", "H", "H", "H", "Br", "Br"], "positions_angstrom": [[-0.321, -3.940, -1.641], [0.454, -4.505, -2.916], [0.645, -0.320, 1.089], [-0.151, 0.515, 0.135], [0.800, 1.256, -0.777], [-0.981, -0.407, -0.713], [-1.093, 1.439, 0.859], [-0.480, 2.274, 1.975], [0.427, 3.210, 1.390], [-0.030, -0.626, 1.889], [1.406, 0.300, 1.555], [1.073, -1.184, 0.595], [1.501, 0.605, -1.281], [1.329, 1.954, -0.128], [0.168, 1.904, -1.381], [-1.504, 0.112, -1.509], [-1.690, -0.906, -0.054], [-0.310, -1.178, -1.086], [-1.890, 0.824, 1.280], [-1.526, 2.060, 0.076], [-0.016, 1.601, 2.699], [-1.292, 2.826, 2.449], [0.400, 4.031, 1.893], [1.091, -6.703, -1.368], [1.993, -5.144, -5.029]], "mulliken_charge": [-0.480, 0.956, -0.930, -0.038, -0.855, -0.996, -0.507, -0.511, -0.482, 0.406, 0.402, 0.343, 0.342, 0.406, 0.378, 0.355, 0.453, 0.404, 0.383, 0.392, 0.291, 0.441, 0.316, -0.209, -0.258], "s_squared": 0.951, "multiplicity": 2, "orbital_gap_ev": [6.0829, 7.3820], "charge": 1}

{"formula": "C18H37NO2", "method": "the ωB97M-V functional and the def2-TZVPD basis", "symbols": ["C", "C", "C", "C", "C", "C", "C", "O", "C", "C", "O", "H", "H", "H", "H", "H", "H", "H", "H", "H", "H", "H", "H", "H", "H", "H", "H", "H", "C", "C", "C", "C", "N", "C", "C", "C", "C", "C", "H", "H", "H", "H", "H", "H", "H", "H", "H", "H", "H", "H", "H", "H", "H", "H", "H", "H", "H", "H"], "positions_angstrom": [[1.863, 2.056, 0.010], [2.945, 3.280, -0.027], [2.426, 4.716, 0.549], [0.804, 4.938, 0.571], [0.164, 5.471, -0.858], [0.286, 4.409, -2.099], [-0.872, 3.244, -2.136], [-2.021, 3.490, -1.253], [-2.089, 2.539, -0.135], [-2.433, 3.163, 1.364], [-1.951, 1.213, -0.201], [2.193, 1.163, 0.689], [1.627, 1.625, -1.065], [3.936, 2.936, 0.525], [3.251, 3.436, -1.158], [2.785, 4.797, 1.683], [2.998, 5.585, -0.016], [0.614, 5.833, 1.339], [0.195, 4.027, 1.040], [0.730, 6.460, -1.204], [-0.945, 5.795, -0.633], [0.135, 5.048, -3.097], [1.326, 3.886, -2.213], [-1.307, 3.219, -3.245], [-0.332, 2.218, -1.981], [-1.469, 2.919, 2.025], [-3.398, 2.722, 1.854], [-2.517, 4.342, 1.237], [1.078, -6.157, 1.836], [-0.308, -5.706, 1.404], [-0.371, -5.238, -0.049], [0.409, -3.976, -0.416], [-0.082, -2.638, 0.201], [-0.016, -1.537, -0.882], [-1.319, -1.709, -1.634], [-2.335, -2.003, -0.548], [-1.558, -2.571, 0.632], [0.830, -2.249, 1.361], [1.782, -5.321, 1.859], [1.032, -6.584, 2.843], [1.469, -6.924, 1.162], [-0.667, -4.932, 2.090], [-0.993, -6.556, 1.514], [-1.418, -5.131, -0.357], [0.019, -6.052, -0.676], [0.365, -3.867, -1.505], [1.470, -4.080, -0.165], [0.018, -0.566, -0.373], [0.882, -1.672, -1.491], [-1.263, -2.555, -2.329], [-1.583, -0.824, -2.218], [-3.104, -2.700, -0.897], [-2.849, -1.085, -0.243], [-1.922, -3.541, 0.963], [-1.626, -1.881, 1.482], [1.855, -2.179, 0.984], [0.750, -3.016, 2.135], [0.513, -1.280, 1.753]], "mulliken_charge": [-0.002, -0.893, -0.481, -0.249, -0.632, -0.333, 0.063, -0.373, 0.526, -0.980, -0.365, -0.086, -0.193, 0.307, 0.180, 0.284, 0.212, 0.281, -0.158, 0.354, 0.218, 0.341, 0.072, 0.341, -0.236, 0.284, 0.343, 0.278, -1.348, -0.221, -1.062, -0.582, 0.457, -0.689, -0.611, -0.591, -0.655, -1.164, 0.301, 0.377, 0.351, 0.222, 0.420, 0.295, 0.525, 0.332, 0.504, 0.333, 0.285, 0.357, 0.445, 0.411, 0.252, 0.317, 0.391, 0.425, 0.332, 0.487], "orbital_gap_ev": 3.8971, "charge": 0}

{"formula": "C11H8BrNO3", "method": "the ωB97M-V functional and the def2-TZVPD basis", "symbols": ["C", "C", "N", "O", "C", "O", "C", "C", "C", "C", "C", "C", "C", "C", "H", "H", "O", "H", "Br", "H", "H", "H", "H", "H"], "positions_angstrom": [[0.947, 2.251, -0.998], [2.069, 1.565, -0.311], [3.241, 2.093, -0.325], [4.148, 1.276, 0.320], [3.533, 0.135, 0.723], [4.089, -0.767, 1.285], [2.098, 0.267, 0.342], [1.242, -0.754, 0.560], [-0.183, -0.822, 0.349], [-1.018, 0.281, 0.551], [-2.375, 0.171, 0.351], [-2.954, -1.032, -0.064], [-2.123, -2.136, -0.242], [-0.765, -2.039, -0.022], [-0.138, -2.905, -0.164], [-2.557, -3.078, -0.547], [-4.284, -1.071, -0.257], [-4.573, -1.951, -0.529], [-3.507, 1.670, 0.635], [-0.607, 1.208, 0.913], [1.707, -1.661, 0.938], [1.356, 2.937, -1.735], [0.295, 1.528, -1.483], [0.360, 2.833, -0.290]], "mulliken_charge": [-1.355, 0.840, -0.620, -0.162, -0.103, -0.575, 0.454, -0.300, 0.472, -0.502, -0.357, 1.178, -0.617, -0.906, 0.425, 0.273, -0.528, 0.305, -0.164, 0.713, 0.446, 0.402, 0.387, 0.295], "smiles": "CC1=NOC(=O)/C1=C/c1ccc(O)c(Br)c1", "orbital_gap_ev": 7.9555, "charge": 0}

{"formula": "C16H35BBr2F3N4O4", "method": "the ωB97M-V functional and the def2-TZVPD basis", "symbols": ["B", "C", "C", "C", "F", "Br", "C", "F", "F", "Br", "H", "H", "H", "H", "H", "H", "H", "C", "C", "O", "N", "C", "H", "H", "H", "H", "H", "H", "H", "C", "C", "O", "N", "C", "H", "H", "H", "H", "H", "H", "H", "C", "C", "O", "N", "C", "H", "H", "H", "H", "H", "H", "H", "C", "C", "O", "N", "C", "H", "H", "H", "H", "H", "H", "H"], "positions_angstrom": [[0.918, 4.266, 0.458], [1.754, 2.793, 0.490], [0.968, 1.812, -0.375], [1.712, 0.598, -0.913], [0.992, 0.134, -1.984], [3.493, 0.976, -1.617], [1.808, -0.596, 0.130], [1.142, -0.364, 1.235], [3.054, -0.894, 0.443], [1.074, -2.276, -0.630], [1.614, 5.146, -0.045], [-0.043, 4.172, -0.260], [0.541, 4.620, 1.566], [2.755, 3.008, 0.120], [1.763, 2.491, 1.539], [0.130, 1.466, 0.236], [0.512, 2.312, -1.227], [1.599, 4.310, -4.762], [1.844, 4.643, -3.305], [1.086, 4.316, -2.419], [2.977, 5.343, -2.992], [4.010, 5.827, -3.880], [0.667, 3.757, -4.840], [1.514, 5.223, -5.356], [2.407, 3.689, -5.154], [3.064, 5.523, -2.000], [4.970, 5.390, -3.593], [4.085, 6.915, -3.792], [3.799, 5.569, -4.913], [-2.973, 3.626, 0.603], [-2.760, 5.107, 0.812], [-1.715, 5.639, 0.532], [-3.808, 5.834, 1.339], [-5.119, 5.362, 1.731], [-2.060, 3.206, 0.188], [-3.187, 3.132, 1.554], [-3.794, 3.450, -0.097], [-3.597, 6.812, 1.452], [-5.885, 5.890, 1.154], [-5.281, 5.570, 2.792], [-5.221, 4.295, 1.560], [-0.249, -7.749, -0.382], [0.274, -6.339, -0.523], [-0.426, -5.425, -0.929], [1.567, -6.106, -0.178], [2.549, -7.049, 0.321], [-1.289, -7.770, -0.693], [0.318, -8.432, -1.016], [-0.192, -8.076, 0.658], [1.847, -5.141, -0.296], [2.896, -6.722, 1.303], [3.403, -7.073, -0.358], [2.133, -8.047, 0.406], [-1.151, -5.870, 4.177], [-2.301, -6.345, 3.320], [-2.833, -7.434, 3.498], [-2.728, -5.520, 2.335], [-2.220, -4.204, 1.977], [-0.925, -6.635, 4.915], [-0.264, -5.701, 3.565], [-1.418, -4.950, 4.698], [-3.496, -5.896, 1.801], [-3.027, -3.475, 2.065], [-1.879, -4.232, 0.941], [-1.396, -3.903, 2.615]], "mulliken_charge": [0.998, -0.738, -0.576, 0.634, -0.317, -0.168, 0.522, -0.225, -0.232, -0.189, -0.464, -0.475, -0.306, 0.205, 0.153, 0.066, 0.438, -1.473, 0.684, -0.611, -0.097, -0.937, 0.296, 0.402, 0.359, 0.216, 0.271, 0.286, 0.357, -0.747, 0.671, -0.551, -0.193, -0.859, -0.177, 0.325, 0.383, 0.229, 0.270, 0.268, 0.321, -1.426, 0.949, -0.625, -0.066, -0.925, 0.272, 0.422, 0.356, 0.078, 0.286, 0.299, 0.355, -1.208, 0.805, -0.683, -0.127, -0.778, 0.289, 0.305, 0.363, 0.211, 0.289, 0.272, 0.269], "orbital_gap_ev": 6.2774, "charge": -1}

no.,DFT total energy (a.u.)
1,-3642.4122
2,-363.8698
3,-1191.8898
4,-434.5017
5,-6495.8858
6,-912.9286
7,-3278.4215
8,-6623.1342